# 1
Density functional theory data (ωB97M-V/def2-TZVPD) for a structure of composition C12H23AlN2O3P2 in a non-equilibrium geometry.

Structure (XYZ):
```
43
Properties=species:S:1:pos:R:3
Al 0.07463 0.51950 -0.38009
P 2.17607 -0.54044 0.08845
C 2.40162 -0.88016 -1.69140
C 1.09626 -1.37620 -2.27987
N -0.05578 -0.84216 -1.80348
C -1.25941 -1.25132 -2.27656
C -1.32543 -2.21291 -3.26658
C -0.14751 -2.73947 -3.79266
C 1.07168 -2.30924 -3.29010
C -2.50956 -0.62551 -1.70694
P -2.15438 0.99182 -0.87622
H 2.02593 -2.66387 -3.67373
H -2.30283 -2.52304 -3.63092
H -0.16682 -3.47265 -4.58545
H -3.26440 -0.45704 -2.49757
H -2.96092 -1.28305 -0.93953
H 2.71892 0.09349 -2.16965
H 3.19258 -1.62864 -1.82439
H 0.78742 2.73477 -1.42361
O 1.07978 1.74871 -1.51179
H 1.57060 1.60709 -2.35316
H -0.36328 3.47396 0.06463
O -0.07728 3.81897 -0.80991
H 0.04367 4.78377 -0.67532
C -2.44112 2.18852 -2.21324
H -3.46627 2.02092 -2.57202
H -2.31854 3.22896 -1.87794
H -1.73938 2.01181 -3.04029
C -3.46940 1.18147 0.34628
H -3.27255 2.10196 0.91836
H -4.44965 1.24584 -0.15576
H -3.44847 0.33015 1.04598
C 2.20780 -2.21678 0.76947
H 3.19007 -2.66114 0.52789
H 2.07386 -2.13766 1.86078
H 1.40463 -2.84300 0.34823
C 3.69690 0.25412 0.63322
H 3.55999 0.51278 1.69098
H 4.53391 -0.44831 0.52268
H 3.88069 1.17309 0.06144
O -0.76731 -0.72514 3.59203
C -0.53490 -0.31448 2.50012
N -0.29212 0.13075 1.40564
```

Output
- Energy relative to the best compared isomer or geometry (same formula, charge and spin): 0.0000 eV
- Total charge: +2
- DFT total energy: -47104.77990 eV

Results of the Löwdin charge analysis, in e, for atoms 1 through 8:
1. Al -0.006
2. P 0.896
3. C -0.255
4. C -0.276
5. N 0.055
6. C -0.257
7. C 0.027
8. C 0.030

***

# 2
Density functional theory data (ωB97M-V/def2-TZVPD) for a structure of composition C25H21Br2N6NaO3S in a non-equilibrium geometry.

Structure (XYZ):
```
59
Properties=species:S:1:pos:R:3
Na 0.36994 -0.30430 1.34792
C -5.29174 3.08594 -2.05668
C -5.18037 1.88934 -1.10745
N -4.23319 2.03339 0.05160
C -2.94064 1.63145 0.17753
S -2.08127 1.71552 1.59578
N -2.50412 1.01376 -1.03846
N -1.47679 0.23935 -0.86293
C -1.12689 -0.45071 -1.95331
C -1.75617 -0.23048 -3.33114
C 0.02229 -1.31221 -1.85400
C 0.87345 -1.43340 -2.99398
C 1.83739 -2.45030 -2.94385
C 1.94231 -3.23274 -1.76622
C 1.17100 -2.93629 -0.64439
N 0.28439 -1.95078 -0.69246
H -5.95417 2.78188 -2.88526
H -4.30151 3.31128 -2.49726
H -5.66890 4.00945 -1.59832
H -4.82977 1.05855 -1.71505
H -6.20319 1.58166 -0.76985
H -4.55903 2.66094 0.77714
H -2.85286 -0.15846 -3.18917
H -1.52339 -1.12845 -3.86933
H -1.37068 0.67237 -3.79987
H 0.72009 -0.81960 -3.88566
H 2.34780 -2.78757 -3.84814
H 2.67360 -4.04169 -1.67977
H 1.23882 -3.54381 0.32445
Br 5.45510 -1.85323 0.77791
C 4.78476 -0.17558 0.14180
C 5.62290 0.63843 -0.62294
C 5.27579 1.91474 -1.05768
Br 6.65879 3.05529 -1.68996
C 3.90030 2.28977 -0.82469
C 3.33515 3.43261 -1.44736
C 2.00996 3.76668 -1.22727
C 1.26815 2.95548 -0.34391
N 1.71622 1.82681 0.19210
C 2.99767 1.48383 -0.05764
C 3.45444 0.18581 0.51689
O 2.73084 -0.54506 1.17282
H 6.58543 0.19925 -0.93425
H 3.92945 4.04087 -2.10974
H 1.47137 4.58656 -1.75122
H 0.24039 3.20965 -0.06120
O 0.99985 -0.52496 5.50131
C 0.31984 -0.33695 4.46342
O 0.26905 0.58316 3.64491
C -0.45842 -1.62108 4.21444
C -0.95848 -2.27867 5.35689
C -1.62372 -3.51642 5.19812
C -1.71156 -4.07162 3.88929
C -1.12161 -3.37240 2.84691
N -0.58745 -2.14123 2.99942
H -0.77977 -1.81968 6.35149
H -2.15893 -3.99960 6.03050
H -2.08019 -5.07599 3.70589
H -1.17175 -3.74056 1.83191
```

Output
- Energy relative to the best compared isomer or geometry (same formula, charge and spin): 0.4816 eV
- Total charge: -2
- DFT total energy: -196688.11429 eV

Results of the natural (NBO) charge analysis, in e, for atoms 1 through 8:
1. Na 0.895
2. C -0.618
3. C -0.216
4. N -0.619
5. C 0.235
6. S -0.288
7. N -0.513
8. N -0.168

***

Record order is preserved below.
HOMO: -15.375 -1.648 eV
Record order is preserved below.
HOMO-LUMO gap: 8.87 5.59 eV
Record order is preserved below.
LUMO: -0.2390 0.1449 hartree